(1)
79
Properties=species:S:1:pos:R:3:forces:R:3:mulliken_charge:R:1 method="wB97M-V/def2-TZVPD" multiplicity=7 lumo_energy_ev="0.1634 / 0.1636" energy_ha=-4277.4037 e_homo_ev="-6.63 / -6.64" gap_ev="6.8 / 6.8"
C 1.582 -1.362 -3.838 0.0 -0.3 -0.1 -1.466
C 1.121 0.022 -3.524 -0.1 1.6 -0.3 0.162
H 1.421 -1.595 -4.893 0.1 -0.1 0.1 0.453
H 1.074 -2.114 -3.213 0.1 0.3 -0.2 0.041
H 2.660 -1.438 -3.624 -0.2 0.0 -0.1 0.315
C 0.481 0.842 -4.376 0.8 -0.5 0.6 0.351
C 0.110 0.478 -5.764 -0.3 0.0 -0.6 -1.709
H 0.287 1.876 -4.088 0.0 -0.3 0.0 0.560
H -0.110 -0.592 -5.871 0.0 0.3 -0.1 0.398
H 0.914 0.739 -6.465 -0.2 -0.1 -0.1 0.288
H -0.776 1.051 -6.057 0.0 -0.2 -0.2 0.379
Tb -0.625 -1.061 1.258 0.2 1.0 -2.1 -0.475
Cl 1.892 -1.063 2.033 0.0 0.1 0.2 -0.497
Cl -2.706 -2.649 1.065 -0.1 -0.1 0.2 -0.502
C 0.593 2.138 1.578 -0.7 -0.7 0.0 -0.124
O -0.288 1.235 1.636 0.9 1.5 0.2 -0.093
N 0.313 3.430 1.758 -0.1 -0.1 -0.1 0.704
C -1.071 3.888 1.865 0.2 0.0 0.1 -1.062
C 1.346 4.462 1.805 0.1 0.0 -0.1 -1.017
H 1.649 1.884 1.390 -0.3 0.0 0.1 0.333
H -1.730 3.018 1.881 0.1 0.2 0.0 0.260
H -1.323 4.531 1.011 0.1 -0.2 0.2 0.309
H -1.180 4.475 2.785 -0.1 -0.1 -0.1 0.349
H 2.328 4.004 1.650 -0.2 0.1 0.0 0.312
H 1.329 4.974 2.778 0.0 -0.2 -0.1 0.340
H 1.179 5.218 1.026 0.0 -0.3 0.1 0.323
H -1.448 -0.963 -2.652 -0.1 0.0 0.2 0.229
H -2.541 1.612 -3.668 -0.1 -0.1 0.2 0.232
C -2.500 -0.960 -2.340 0.5 -0.2 -0.1 -0.956
C -3.383 1.251 -3.059 0.1 -0.1 0.2 -0.833
N -2.908 0.394 -1.975 -0.7 0.4 0.8 0.305
H -2.630 -1.642 -1.492 0.0 0.3 -0.2 0.178
C -2.900 0.834 -0.701 1.2 -1.4 0.0 -0.058
O -2.310 0.241 0.243 -1.3 1.2 -1.4 -0.198
H -3.908 2.112 -2.635 0.0 -0.1 -0.1 0.291
H -3.449 1.783 -0.553 0.3 -0.2 0.1 0.230
H -3.123 -1.275 -3.184 0.0 0.0 0.2 0.426
H -4.055 0.679 -3.708 0.0 0.2 0.2 0.351
O 0.480 -0.411 -1.452 -2.0 -0.2 2.1 0.089
C 1.331 0.416 -2.065 0.2 -0.2 0.0 -0.098
C -0.163 2.443 -1.760 -0.2 0.3 0.1 1.020
C 1.119 1.907 -1.764 0.4 -0.9 -0.6 -0.378
H -1.007 1.755 -1.864 0.5 0.3 0.1 0.054
C -0.343 3.825 -1.698 0.2 -0.3 0.1 -0.701
H 2.361 0.128 -1.775 0.4 0.5 -0.1 0.352
C 2.231 2.728 -1.643 0.0 0.3 -0.1 -0.400
H -1.356 4.233 -1.687 0.3 0.0 -0.1 0.477
C 0.778 4.663 -1.675 0.0 0.1 0.1 -0.923
C 2.064 4.113 -1.643 0.1 0.1 0.2 -0.721
H 3.215 2.247 -1.601 -0.3 0.4 -0.1 0.402
H 0.645 5.747 -1.674 0.1 -0.3 0.0 0.383
H 2.947 4.760 -1.610 -0.4 -0.1 0.0 0.368
Si 0.421 -4.738 0.192 -0.5 -0.1 0.3 0.413
Cl 0.239 -2.731 -0.614 0.7 -2.3 -0.3 0.182
C -1.256 -5.546 0.312 -0.3 -0.1 -0.1 -1.084
C 1.214 -4.576 1.871 0.3 0.1 0.1 -0.476
C 1.445 -5.795 -0.951 0.4 0.3 -0.4 -1.082
H -2.061 -4.854 0.044 0.2 -0.2 0.1 0.261
H -1.448 -5.881 1.337 0.0 0.1 -0.1 0.321
H -1.318 -6.430 -0.333 0.1 0.1 0.0 0.382
H 0.844 -6.144 -1.799 0.1 0.2 0.1 0.306
H 1.814 -6.691 -0.437 -0.1 0.2 0.1 0.331
H 2.317 -5.253 -1.339 -0.1 -0.2 0.0 0.286
H 0.785 -3.764 2.471 0.1 -0.1 -0.1 -0.183
H 2.290 -4.380 1.768 -0.2 0.1 0.1 0.281
H 1.095 -5.508 2.438 0.0 0.0 -0.2 0.377
C 0.732 -2.221 6.032 0.0 -0.1 0.0 -0.864
N 0.425 -0.862 5.621 -0.2 0.3 -0.2 0.232
C 0.875 0.303 6.213 -0.4 0.6 -0.7 -0.341
C 0.371 1.341 5.478 0.3 -0.8 0.4 -0.498
N -0.385 0.781 4.468 -0.2 -0.6 -0.1 0.273
C -0.364 -0.583 4.556 0.7 0.7 1.0 0.166
S -1.202 -1.779 3.724 -0.8 -0.1 0.4 -0.361
H -0.198 -2.773 6.196 0.2 0.1 0.0 0.348
H 1.301 -2.730 5.247 -0.1 0.2 0.1 0.301
H 1.313 -2.169 6.951 0.0 -0.1 -0.1 0.311
H 1.493 0.285 7.089 0.1 0.1 0.0 0.425
H 0.472 2.406 5.595 0.0 -0.1 0.0 0.457
H -0.832 1.282 3.700 0.2 -0.4 0.3 0.184

(2)
46
Properties=species:S:1:pos:R:3:forces:R:3:nbo_charge:R:1 method="wB97M-V/def2-TZVPD" lumo_energy_ev=0.4193 de_lowest_kcal_mol=113.3 energy_ha=-1053.0420 e_homo_ev=-9.56 gap_ev=10.0
C -1.881 -1.214 -2.324 -2.2 2.1 2.4 -0.357
C -2.849 -1.742 -1.525 2.4 1.6 -2.2 -0.195
C -3.460 -0.900 -0.448 -2.2 1.4 -1.4 -0.465
C -2.917 -1.322 0.864 0.3 0.8 3.6 -0.499
C -1.458 -0.875 1.024 0.0 0.6 0.4 0.720
O -0.621 -1.619 0.581 1.3 -2.2 -0.2 -0.656
N -1.046 0.293 1.613 -3.9 -0.1 -0.8 -0.620
C -1.979 1.435 1.734 -0.2 -0.4 -4.3 -0.441
H -1.713 -0.095 -2.163 0.1 -1.6 -0.4 0.171
H -1.321 -1.659 -3.089 0.5 -0.8 -0.8 0.208
H -3.094 -2.776 -1.682 -0.4 -0.4 0.5 0.208
H -4.515 -1.085 -0.448 -0.9 -0.8 0.2 0.228
H -3.621 0.223 -0.717 1.6 -1.6 0.6 0.231
H -3.405 -1.062 1.854 -0.3 0.8 -1.4 0.225
H -3.066 -2.406 0.986 1.1 0.1 -0.6 0.251
H -0.111 0.554 1.684 1.8 -0.1 -0.5 0.405
H -2.498 1.206 2.582 -1.2 1.1 2.9 0.202
H -2.814 1.467 0.922 1.5 -0.7 1.0 0.198
H -1.464 2.357 1.411 -0.1 -0.2 1.5 0.256
O 2.362 3.309 -0.763 0.0 -1.2 1.6 -0.956
H 2.116 2.824 0.079 0.9 0.8 -1.0 0.494
H 1.871 4.119 -0.712 -0.3 0.8 0.1 0.470
O 1.666 2.239 2.310 -1.1 -0.2 -5.3 -0.963
H 1.530 1.378 2.609 0.4 -2.1 1.4 0.489
H 1.848 2.812 2.968 0.9 2.4 3.6 0.475
O 2.377 1.857 -3.072 1.8 -4.9 -0.6 -0.946
H 3.277 1.406 -2.898 -2.3 0.7 -0.4 0.478
H 2.604 2.718 -2.935 0.5 3.9 0.8 0.477
O 1.523 -0.646 -0.251 -0.2 -1.0 1.7 -1.012
H 1.034 -0.390 -1.020 -0.3 0.3 -1.0 0.465
H 0.792 -1.126 0.308 1.2 1.2 -1.3 0.472
O 0.431 0.075 -3.877 0.2 -2.5 -2.0 -0.963
H 0.963 0.847 -3.927 0.9 1.6 0.5 0.494
H 0.844 -0.452 -4.637 -1.1 0.8 1.7 0.464
O -0.236 2.203 -0.942 -4.9 2.0 -0.5 -0.955
H 0.538 2.435 -0.556 3.8 0.1 1.1 0.471
H -0.306 1.373 -1.325 0.7 -2.3 -0.9 0.477
O 1.774 -2.259 2.815 -0.9 0.4 -3.2 -0.949
H 1.910 -2.436 1.800 0.2 -0.1 2.6 0.513
H 0.942 -1.738 2.702 0.5 -0.6 0.6 0.468
O 1.513 -3.755 -0.127 -4.2 4.5 2.0 -0.951
H 1.122 -2.887 -0.572 1.2 -2.6 1.5 0.491
H 2.051 -4.076 -0.759 3.0 -1.8 -3.3 0.458
O 3.046 0.111 3.594 -0.9 -2.4 -0.8 -1.005
H 2.572 -0.824 3.488 1.5 2.3 0.2 0.504
H 3.674 0.104 2.841 -0.5 0.1 0.6 0.472

(3)
17
Properties=species:S:1:pos:R:3:forces:R:3:nbo_charge:R:1 method="wB97M-V/def2-TZVPD" lumo_energy_ev="-1.8703 / -3.0698" de_lowest_kcal_mol=192.2 energy_ha=-587.3129 e_homo_ev="-9.90 / -10.41" gap_ev="8.0 / 7.3"
C 1.985 3.375 2.121 0.2 0.5 0.2 -0.720
C 1.843 1.935 1.773 -0.5 0.3 -0.2 0.780
O 2.656 1.079 2.029 0.0 0.9 0.2 -0.587
O 0.671 1.625 1.096 1.9 1.1 1.1 -0.517
C 0.810 0.240 0.873 -2.6 0.4 -0.6 -0.096
C -0.472 -0.341 0.126 2.2 3.1 0.7 -0.163
O -0.038 -1.581 0.083 -1.1 -3.6 -0.9 -0.272
O -3.629 -1.293 -1.874 2.6 -4.7 1.3 -0.264
N -3.088 -2.465 -1.768 -3.1 2.0 -5.3 0.488
O -3.108 -3.321 -2.678 0.6 2.7 4.0 -0.224
H 1.188 3.983 1.679 0.2 -0.1 0.2 0.234
H 1.996 3.483 3.218 -0.1 0.0 -0.4 0.247
H 2.972 3.711 1.771 -0.4 0.0 0.1 0.246
H 1.758 0.136 0.312 -0.9 -0.9 0.1 0.203
H 0.844 -0.193 1.873 0.2 -0.7 -0.5 0.192
H -1.477 -0.175 0.705 1.6 -0.4 -1.2 0.242
H -0.464 0.088 -0.944 -0.9 -0.5 1.2 0.211

(4)
50
Properties=species:S:1:pos:R:3:forces:R:3:nbo_charge:R:1 method="wB97M-V/def2-TZVPD" multiplicity=6 lumo_energy_ev="0.3545 / 0.0750" de_lowest_kcal_mol=10.9 energy_ha=-4997.6936 e_homo_ev="-6.52 / -8.29" gap_ev="6.9 / 8.4"
P -0.848 -1.006 -0.690 1.3 0.4 -3.3 0.791
P 0.899 -2.476 1.642 2.1 -1.3 -1.8 0.744
C 0.696 -2.035 -1.117 -1.0 -0.4 0.7 -0.701
C 0.719 -3.182 -0.125 0.8 0.4 0.6 -0.658
H 1.548 -1.346 -0.996 -0.2 -0.2 0.0 0.223
H 0.672 -2.337 -2.175 0.0 -0.2 0.5 0.225
H -0.257 -3.717 -0.146 0.6 0.1 0.1 0.227
H 1.534 -3.892 -0.308 -0.2 -0.1 0.1 0.228
C 2.482 -1.563 1.797 0.2 -0.3 0.3 -0.920
H 2.391 -0.957 2.704 0.1 -0.1 -0.1 0.254
H 2.603 -0.846 0.969 -0.2 -0.5 0.2 0.255
H 3.368 -2.207 1.883 -0.2 0.2 -0.1 0.243
C 0.693 -4.065 2.529 1.5 -0.6 0.0 -0.946
H 0.627 -4.794 1.709 0.0 -0.1 0.6 0.242
H -0.169 -4.169 3.192 0.1 0.4 -0.2 0.283
H 1.591 -4.247 3.107 0.2 -0.4 0.2 0.240
C -0.408 -0.131 -2.297 -0.1 0.6 -0.5 -0.891
H -1.253 0.467 -2.637 0.2 0.1 0.0 0.216
H -0.246 -0.938 -3.041 -0.1 0.7 0.3 0.195
H 0.499 0.487 -2.241 -0.4 -0.1 0.1 0.237
C -2.280 -1.764 -1.645 0.6 -0.6 0.2 -0.923
H -2.714 -2.628 -1.149 -0.2 0.0 0.0 0.227
H -1.997 -2.022 -2.687 -0.1 0.0 0.7 0.221
H -3.010 -0.956 -1.688 -0.2 -0.1 0.1 0.240
Mn -1.147 -2.004 1.997 -2.9 1.1 0.4 1.007
C 1.493 1.860 0.153 1.4 0.1 -1.4 -0.187
C 1.927 2.295 -1.052 -0.1 0.8 1.2 -0.172
C 1.539 3.555 -1.802 0.4 0.2 -0.6 -0.445
C 0.177 4.120 -1.458 -0.5 -0.7 0.1 -0.442
C -0.879 3.038 -1.641 0.1 0.5 -0.6 -0.193
C -1.491 2.444 -0.642 0.4 -0.6 1.2 -0.173
C -0.980 2.393 0.771 -0.3 -0.6 1.0 -0.456
C 0.521 2.514 1.078 -0.2 -0.3 0.2 -0.455
C -2.347 -0.460 1.969 -1.1 1.1 0.9 -1.249
H 2.118 1.039 0.560 -0.7 0.5 -0.1 0.183
H 2.875 1.913 -1.379 0.1 -0.7 -0.4 0.197
H 1.627 3.430 -2.903 0.0 -0.2 0.5 0.209
H 2.288 4.317 -1.546 0.1 -0.1 -0.1 0.218
H 0.260 4.479 -0.419 -0.6 0.0 -0.5 0.209
H -0.124 4.955 -2.106 0.4 -0.1 0.2 0.222
H -1.062 2.675 -2.663 -0.2 0.7 0.3 0.200
H -2.301 1.727 -0.720 -0.1 0.0 -0.8 0.198
H -1.196 1.353 1.097 -0.3 0.9 -0.1 0.248
H -1.545 3.071 1.443 0.2 -0.4 -0.2 0.221
H 0.791 3.541 1.222 0.3 0.6 0.0 0.205
H 0.715 2.038 2.045 -0.4 0.1 0.1 0.212
H -3.213 -0.935 2.454 -0.1 0.8 -0.3 0.228
H -2.588 -0.081 0.978 -0.3 0.4 0.3 0.188
H -1.943 0.309 2.670 -0.5 -0.1 -0.6 0.205
Br -2.654 -3.263 3.306 -0.4 -1.4 0.7 -0.635

(5)
109
Properties=species:S:1:pos:R:3:forces:R:3:mulliken_charge:R:1 method="wB97M-V/def2-TZVPD" lumo_energy_ev=-2.4923 energy_ha=-3957.7285 e_homo_ev=-8.98 gap_ev=6.5
C 0.776 -2.800 -3.267 0.0 0.3 0.9 -1.070
C 0.526 -2.038 -1.911 -0.1 -0.4 -0.9 -0.194
O -0.544 -2.749 -1.242 1.3 0.2 0.5 -0.502
C 0.061 -3.733 -0.423 0.0 -1.5 1.3 -0.299
C -0.851 -4.988 -0.191 -0.4 0.7 -1.0 -0.246
C -0.297 -6.282 -0.857 -1.0 -0.3 0.6 -0.751
C 0.611 -7.171 0.051 0.8 0.1 -0.4 -0.562
C 1.290 -6.434 1.243 -0.6 -0.3 0.0 -0.621
C 0.509 -6.515 2.601 2.8 -1.5 -0.7 -0.120
O -0.876 -6.857 2.611 -0.2 2.3 0.2 -0.358
C -1.441 -5.889 3.416 3.3 -0.5 0.2 0.335
O -2.541 -5.548 3.438 -3.1 0.3 0.0 -0.459
O -0.473 -5.301 4.225 0.2 0.1 0.0 -0.467
C 0.758 -5.246 3.473 -1.2 -1.8 -0.7 0.151
C 2.085 -5.454 4.247 -0.5 1.0 0.9 0.158
F 1.893 -4.842 5.511 0.2 -0.2 -0.4 -0.419
C 3.312 -4.791 3.582 0.3 -0.1 -0.2 -0.570
C 4.316 -5.787 2.902 -0.5 0.4 0.0 -1.076
H 1.596 -3.535 -3.162 -0.2 0.6 -0.2 0.258
H -0.130 -3.403 -3.466 0.3 0.6 -0.2 0.261
H 0.966 -2.054 -4.055 0.1 -0.6 0.1 0.368
H 0.261 -0.979 -2.081 -0.3 -0.6 0.1 0.343
H 1.440 -2.016 -1.282 -0.5 -0.1 -0.3 0.259
H 0.330 -3.344 0.592 -0.2 0.3 -0.7 -0.019
H 1.020 -4.121 -0.836 -0.5 0.5 -0.1 0.405
H -1.100 -5.087 0.877 0.2 -0.2 -0.5 -0.019
H -1.808 -4.756 -0.706 0.5 0.0 0.4 0.548
H 0.179 -5.989 -1.813 0.0 -0.2 0.6 0.317
H -1.171 -6.904 -1.143 0.5 0.3 0.1 0.312
H 1.436 -7.539 -0.597 -0.4 0.1 0.4 0.453
H 0.110 -8.096 0.431 0.1 0.9 -0.3 0.124
H 2.258 -6.945 1.419 -0.5 0.3 0.1 0.303
H 1.541 -5.373 1.049 -0.2 -0.5 -0.3 0.217
H 0.973 -7.407 3.079 -0.2 0.7 0.2 0.616
H 0.702 -4.303 2.890 0.5 -0.5 0.3 0.364
H 2.251 -6.525 4.467 -0.1 0.5 -0.2 0.394
H 2.972 -4.009 2.874 0.2 -0.4 0.3 0.274
H 3.877 -4.254 4.367 -0.6 -0.3 -0.2 0.492
H 5.330 -5.590 3.293 -0.5 -0.3 -0.4 0.321
H 4.028 -6.829 3.128 0.3 0.4 -0.1 0.315
H 4.304 -5.664 1.803 0.2 -0.1 0.6 0.220
C 1.157 5.833 -1.584 -0.4 0.2 -0.5 -0.628
O 1.274 4.992 -0.437 0.0 -1.9 3.3 -0.255
P 1.338 3.336 -0.668 1.1 0.8 -8.3 1.023
O 2.540 3.280 -1.564 -0.2 -0.2 1.2 -0.670
O -0.051 3.320 -1.551 -0.1 -0.1 0.8 -0.384
C -1.255 3.819 -0.970 -0.1 -0.1 -0.1 -0.774
O 1.224 1.649 -0.429 -0.2 1.7 3.0 -0.150
C 0.944 1.244 0.921 -0.1 -0.2 0.0 -0.631
H 1.953 6.575 -1.538 0.0 -0.1 0.2 0.251
H 1.228 5.283 -2.520 0.1 -0.1 0.1 0.458
H 0.197 6.349 -1.546 0.0 0.0 0.1 0.159
H -1.692 4.550 -1.650 0.0 0.0 0.0 0.256
H -1.079 4.299 -0.006 0.0 0.1 -0.1 0.367
H -1.959 2.995 -0.839 0.0 0.0 0.0 0.268
H -0.008 1.664 1.259 0.0 -0.1 0.1 0.332
H 1.746 1.572 1.588 -0.1 -0.1 0.1 0.341
H 0.883 0.158 0.952 0.0 0.0 -0.1 0.068
C -3.992 -10.960 1.359 -0.5 0.4 -0.2 -0.646
O -3.018 -11.938 1.001 2.0 -3.0 -0.5 -0.505
P -1.859 -11.512 -0.143 -2.3 8.1 0.0 0.854
O -1.288 -10.328 0.577 0.4 -1.2 -0.1 -0.351
O -3.028 -11.067 -1.212 0.1 -0.8 -0.1 -0.281
C -3.993 -12.028 -1.640 0.0 0.1 -0.1 -0.804
O -0.721 -11.497 -1.416 -0.2 -3.2 1.4 -0.226
C -0.201 -12.777 -1.811 0.1 0.0 -0.2 -0.763
H -3.987 -10.862 2.444 0.2 -0.1 0.0 0.263
H -3.800 -9.989 0.910 0.1 -0.1 0.0 0.335
H -4.976 -11.312 1.043 0.0 0.0 0.0 0.254
H -4.989 -11.610 -1.496 0.0 0.0 0.0 0.259
H -3.921 -12.962 -1.079 -0.1 0.0 0.0 0.387
H -3.849 -12.234 -2.701 0.0 0.0 0.0 0.264
H -1.009 -13.432 -2.152 0.1 -0.1 -0.1 0.323
H 0.324 -13.247 -0.976 0.1 -0.1 -0.1 0.352
H 0.501 -12.627 -2.629 -0.1 0.1 0.0 0.225
C -2.981 10.255 -2.957 -0.2 0.3 0.5 -0.486
O -2.063 10.450 -4.027 1.6 1.2 -3.0 -0.502
P -0.414 10.358 -3.680 -1.5 -3.9 7.5 0.879
O -0.476 8.959 -3.130 0.3 0.4 -0.9 -0.427
O -0.520 11.479 -2.485 0.2 0.5 -1.1 -0.085
C -0.944 12.806 -2.802 0.0 0.1 0.2 -0.941
O 1.294 10.395 -3.618 -1.1 1.4 -3.1 -0.185
C 1.957 10.972 -4.757 0.2 0.1 0.0 -0.819
H -3.687 9.481 -3.256 0.2 0.0 -0.1 0.262
H -2.494 9.958 -2.030 0.1 -0.1 -0.1 0.155
H -3.530 11.185 -2.789 0.0 0.0 0.0 0.261
H -1.759 13.080 -2.132 0.0 0.0 0.0 0.274
H -1.294 12.891 -3.832 -0.1 0.0 0.0 0.393
H -0.114 13.496 -2.645 0.0 0.0 0.0 0.288
H 1.650 12.012 -4.894 0.1 0.0 -0.1 0.342
H 1.727 10.398 -5.657 0.1 0.0 0.0 0.356
H 3.030 10.939 -4.584 -0.1 0.0 0.1 0.223
C 0.261 9.771 -0.182 -0.6 0.0 -0.2 -0.474
O 1.122 9.780 0.959 2.3 0.7 2.8 -0.513
P 0.870 8.598 2.130 -5.2 -4.3 -4.8 0.815
O 1.045 7.401 1.247 0.7 0.6 0.9 -0.182
O -0.717 9.014 2.284 0.4 0.5 0.5 -0.313
C -1.060 10.343 2.671 -0.2 -0.1 0.0 -0.815
O 0.771 7.719 3.592 2.3 2.6 0.3 -0.275
C 1.502 8.263 4.702 0.0 -0.1 0.2 -0.764
H 0.881 9.763 -1.076 0.1 -0.1 0.2 0.160
H -0.407 8.913 -0.202 0.2 -0.1 0.1 0.391
H -0.334 10.685 -0.176 0.1 0.0 0.1 0.167
H -1.780 10.739 1.955 0.0 0.0 0.0 0.248
H -0.190 11.002 2.694 -0.1 0.1 -0.1 0.388
H -1.522 10.321 3.659 0.0 0.0 0.0 0.266
H 1.144 9.269 4.943 0.0 0.0 0.1 0.314
H 2.570 8.298 4.472 0.0 0.0 0.1 0.339
H 1.350 7.618 5.565 -0.1 0.0 -0.1 0.232